a) Computed, not measured: the molecule C3H8N4O, with ωB97M-V with the def2-TZVPD basis set.

Geometry as ORCA input:
```
! wB97M-V def2-TZVPD RIJCOSX def2/J DEFGRID3
* xyz 0 1
H 1.87 -1.12 1.93
N 1.93 -0.60 1.05
C 0.78 -0.39 0.57
C -0.48 -0.89 1.27
N -1.57 -0.97 0.49
O -0.44 -1.17 2.45
C 0.69 0.41 -0.72
N -0.25 -0.07 -1.72
N 0.02 1.75 -0.51
H -1.45 -0.79 -0.52
H -2.42 -1.35 0.88
H 1.71 0.60 -1.07
H 0.21 -0.70 -2.37
H -0.57 1.15 -1.77
H -0.70 1.71 0.20
H 0.68 2.44 -0.16
*
```

LUMO level	0.8	eV
SMILES string	[H]/N=C(\C(N)=O)C(N)N
molar mass	116.1	g/mol
frontier orbital gap	0.3766	Eh
E_HOMO	-0.34845	Ha

Atom charges from the Löwdin analysis, given in e for atoms 1 to 4: H 0.068; N 0.177; C -0.263; C -0.511

=====

b) Computed, not measured: the molecule C3H8N4O, with ωB97M-V with the def2-TZVPD basis set.

Geometry as ORCA input:
```
! wB97M-V def2-TZVPD RIJCOSX def2/J DEFGRID3
* xyz 0 1
C -0.02 0.67 -0.25
C 0.58 -0.49 0.48
C -0.59 1.83 0.67
N -1.30 -1.21 -1.10
N -1.09 0.09 -1.19
N -0.59 -1.89 -0.37
N 1.93 -1.01 0.30
O -0.27 -3.04 -0.17
H 0.71 1.20 -0.94
H 0.24 -0.73 1.46
H -0.88 2.73 0.00
H 0.23 2.06 1.22
H -1.44 1.51 1.22
H -1.96 0.79 -1.17
H 1.95 -2.01 0.21
H 2.51 -0.50 -0.38
*
```

LUMO level	0.8	eV
molar mass	116.1	g/mol
frontier orbital gap	0.3305	Eh
E_HOMO	-0.30076	Ha

Atom charges from the Löwdin analysis, given in e for atoms 1 to 4: C -0.312; C -0.136; C -0.045; N -0.002

=====

c) Computed, not measured: a structure of composition C3H8N4O, with ωB97M-V with the def2-TZVPD basis set.

Geometry as ORCA input:
```
! wB97M-V def2-TZVPD RIJCOSX def2/J DEFGRID3
* xyz 0 1
C -1.26 1.57 0.13
C -2.03 -1.10 -0.27
C 0.68 -0.84 0.25
H -2.35 1.82 -0.02
H -0.80 2.33 -0.39
H -0.84 1.55 1.42
H -1.56 -2.16 -0.73
H 0.18 -1.47 1.06
H 2.84 -0.80 1.18
H 2.26 1.03 0.03
H 2.57 0.03 -1.40
N -1.25 0.12 -0.35
N 0.17 0.02 -0.51
N 2.01 -1.17 0.06
N 2.63 0.07 -0.39
O -3.26 -0.99 -0.07
*
```

LUMO level	0.0	eV
molar mass	116.1	g/mol
frontier orbital gap	0.3352	Eh
E_HOMO	-0.33406	Ha

Atom charges from the Löwdin analysis, given in e for atoms 1 to 4: C -0.045; C -0.269; C -0.336; H 0.078

=====

d) Computed, not measured: the molecule C3H8N4O, with ωB97M-V with the def2-TZVPD basis set.

Geometry as ORCA input:
```
! wB97M-V def2-TZVPD RIJCOSX def2/J DEFGRID3
* xyz 0 1
H -1.24 1.07 1.74
N -1.77 1.00 0.88
C -1.05 0.65 -0.11
N -1.61 0.53 -1.35
C 0.44 0.44 -0.07
N 1.18 1.44 -0.62
C 1.01 -0.54 0.73
N 0.25 -1.38 1.55
O 1.90 -1.22 -0.27
H -1.07 0.09 -2.08
H -2.62 0.53 -1.39
H 2.18 1.24 -0.63
H 0.82 1.92 -1.43
H 0.46 -2.37 1.52
H -0.77 -1.27 1.52
H 1.89 -2.14 0.02
*
```

LUMO level (alpha / beta)	0.5 / 0.5	eV
SMILES string	[H]/N=C(N)\C(N)=C(/N)O
molar mass	116.1	g/mol
frontier orbital gap (alpha / beta)	0.2651 / 0.2653	Eh
E_HOMO (alpha / beta)	-0.24756 / -0.24765	Ha

Atom charges from the Löwdin analysis, given in e for atoms 1 to 4: H 0.049; N 0.117; C -0.491; N 0.127

=====

Result of the stability comparison: c) is the least stable of them.

=====

a) Computed, not measured: the molecule C3H8N4O, with ωB97M-V with the def2-TZVPD basis set.

Geometry as ORCA input:
```
! wB97M-V def2-TZVPD RIJCOSX def2/J DEFGRID3
* xyz 0 1
O -1.95 0.04 -2.38
N -1.60 0.85 -1.30
C -0.50 0.46 -0.59
N -0.16 -0.82 -0.82
C 0.77 -1.32 0.15
C 0.66 -0.66 1.53
N 1.03 0.79 1.16
N 0.12 1.38 0.23
H -1.66 -0.85 -2.16
H -1.90 1.77 -1.48
H 1.71 -0.96 -0.20
H 0.82 -2.40 0.11
H 1.29 -1.03 2.27
H -0.34 -0.62 1.86
H 0.94 1.39 1.97
H 0.76 1.98 -0.36
*
```

LUMO level	1.0	eV
SMILES string	ONC1=NCCNN1
molar mass	116.1	g/mol
frontier orbital gap	0.3369	Eh
E_HOMO	-0.30016	Ha

Atom charges from the Löwdin analysis, given in e for atoms 1 to 4: O -0.031; N 0.003; C -0.405; N 0.049

=====

b) Computed, not measured: a structure of composition C3H8N4O, with ωB97M-V with the def2-TZVPD basis set.

Geometry as ORCA input:
```
! wB97M-V def2-TZVPD RIJCOSX def2/J DEFGRID3
* xyz 0 1
C -1.31 -0.40 -1.36
C -0.09 -0.70 -0.53
C 2.33 0.19 0.74
H -3.13 1.26 0.63
H -1.86 0.01 1.54
H -1.35 -0.76 -2.44
H -0.29 -1.90 -0.10
H 0.93 -0.95 -1.17
H 0.78 0.30 2.00
H 3.12 0.43 1.42
H 3.82 0.48 -0.51
N -2.67 0.30 0.49
N -2.29 0.37 -0.81
N 1.07 -0.03 1.16
N 2.74 0.02 -0.48
O 0.06 0.24 0.38
*
```

LUMO level	0.5	eV
molar mass	116.1	g/mol
frontier orbital gap	0.3118	Eh
E_HOMO	-0.29417	Ha

Atom charges from the Löwdin analysis, given in e for atoms 1 to 4: C -0.119; C -0.334; C -0.286; H 0.093

=====

Result of the stability comparison: b) is the least stable of them.

=====

a) Computed, not measured: a cluster of 2 separate species, C6H11NO in total, with ωB97M-V with the def2-TZVPD basis set.

Geometry as ORCA input:
```
! wB97M-V def2-TZVPD RIJCOSX def2/J DEFGRID3
* xyz 1 2
C -1.61 -2.56 0.81
C -1.39 -1.09 0.22
C 0.03 -0.75 -0.03
C 0.41 0.62 -0.12
N 1.70 0.70 -0.52
C 2.18 -0.60 -0.56
C 1.12 -1.52 -0.38
H -0.78 -3.17 0.50
H -1.44 -2.32 1.87
H -2.58 -2.97 0.59
H -1.96 -1.07 -0.73
H -1.93 -0.48 0.94
H -0.04 1.57 0.12
H 2.32 1.48 -0.67
H 3.23 -0.71 -0.75
H 1.10 -2.58 -0.20
H -2.15 4.39 0.78
H -1.53 4.45 -0.57
O -1.38 4.05 0.30
*
```

LUMO level (alpha / beta)	-3.4 / -7.1	eV
molar mass	113.2	g/mol
frontier orbital gap (alpha / beta)	0.4033 / 0.2774	Eh
<S²>	0.76
E_HOMO (alpha / beta)	-0.52841 / -0.53958	Ha

Atom charges from the Löwdin analysis, given in e for atoms 1 to 4: C -0.045; C -0.164; C -0.169; C 0.085

=====

b) Computed, not measured: the ion C6H11NO with charge +1, with ωB97M-V with the def2-TZVPD basis set.

Geometry as ORCA input:
```
! wB97M-V def2-TZVPD RIJCOSX def2/J DEFGRID3
* xyz 1 2
O 0.10 -3.13 1.47
C -0.59 -2.15 1.21
N 0.16 -1.33 0.33
C -0.31 0.00 -0.05
C 0.82 1.14 -0.10
C 1.36 1.50 -1.41
C 1.51 2.69 -1.90
C -2.07 -1.88 1.46
H 1.12 -1.68 0.25
H -0.99 0.41 0.69
H -0.77 0.00 -1.01
H 1.74 0.84 0.50
H 0.31 2.04 0.30
H 1.72 0.80 -2.19
H 1.58 3.02 -2.93
H 1.50 3.61 -1.27
H -2.41 -2.72 2.23
H -2.30 -0.97 1.87
H -2.49 -2.18 0.56
*
```

LUMO level (alpha / beta)	-3.8 / -8.8	eV
molar mass	113.2	g/mol
frontier orbital gap (alpha / beta)	0.3463 / 0.1659	Eh
<S²>	0.78
E_HOMO (alpha / beta)	-0.48769 / -0.48756	Ha

Atom charges from the Löwdin analysis, given in e for atoms 1 to 4: O 0.194; C -0.357; N 0.250; C -0.081

=====

Result of the stability comparison: b) is the least stable of them.

=====

a) Computed, not measured: a cluster of 2 separate species, C2H7NS2 in total, with ωB97M-V with the def2-TZVPD basis set.

Geometry as ORCA input:
```
! wB97M-V def2-TZVPD RIJCOSX def2/J DEFGRID3
* xyz -1 2
S -1.28 2.03 1.68
S -1.40 3.26 -0.39
H 0.05 2.00 1.79
H -0.14 3.13 -0.79
C 1.03 -1.60 0.41
C -0.54 -1.06 -1.22
N 0.11 -1.98 -0.66
H 1.81 -2.35 0.48
H 1.49 -0.63 0.22
H 0.54 -1.57 1.39
H -0.94 -1.13 -2.22
H -0.75 -0.11 -0.69
*
```

LUMO level (alpha / beta)	3.8 / 3.5	eV
molar mass	109.2	g/mol
frontier orbital gap (alpha / beta)	0.1868 / 0.2469	Eh
<S²>	0.75
E_HOMO (alpha / beta)	-0.04724 / -0.11641	Ha

Atom charges from the Löwdin analysis, given in e for atoms 1 to 4: S -0.123; S -0.125; H -0.347; H -0.351

=====

b) Computed, not measured: a cluster of 2 separate species, C2H7NS2 in total, with ωB97M-V with the def2-TZVPD basis set.

Geometry as ORCA input:
```
! wB97M-V def2-TZVPD RIJCOSX def2/J DEFGRID3
* xyz -1 2
S 1.96 -0.58 2.41
S 1.93 1.50 2.23
H 1.88 -0.62 3.71
H 1.23 1.46 1.03
C -1.70 0.34 -0.97
C 0.39 -0.84 -1.44
N -0.18 0.18 -0.98
H -2.04 1.26 -0.41
H -2.15 0.52 -2.02
H -2.17 -0.43 -0.28
H 0.93 -1.52 -0.86
H -0.09 -1.26 -2.44
*
```

LUMO level (alpha / beta)	3.0 / 3.0	eV
molar mass	109.2	g/mol
frontier orbital gap (alpha / beta)	0.1050 / 0.1950	Eh
<S²>	0.75
E_HOMO (alpha / beta)	0.00601 / -0.08565	Ha

Atom charges from the Löwdin analysis, given in e for atoms 1 to 4: S 0.187; S 0.152; H -0.265; H -0.198

=====

Result of the stability comparison: b) is the least stable of them.

=====

a) Computed, not measured: the ion C5H9O with charge -1, with ωB97M-V with the def2-TZVPD basis set.

Geometry as ORCA input:
```
! wB97M-V def2-TZVPD RIJCOSX def2/J DEFGRID3
* xyz -1 1
C 1.70 0.40 1.80
C 1.13 -0.32 0.81
C 0.70 0.21 -0.51
C -0.64 -0.42 -1.07
C -1.94 0.14 -0.55
O -3.00 -0.14 -1.38
H 1.92 1.45 1.86
H 2.22 -0.24 2.52
H 0.82 -1.30 1.19
H 1.45 0.11 -1.31
H 0.51 1.30 -0.56
H -0.50 -0.44 -2.14
H -0.46 -1.51 -0.90
H -1.73 1.17 -0.16
H -2.15 -0.40 0.40
*
```

LUMO level	3.9	eV
SMILES string	C=CCCC[O-]
molar mass	85.1	g/mol
frontier orbital gap	0.2142	Eh
E_HOMO	-0.07223	Ha

Atom charges from the Löwdin analysis, given in e for atoms 1 to 4: C -0.040; C -0.199; C -0.239; C -0.243

=====

b) Computed, not measured: the ion C5H9O with charge -1, with ωB97M-V with the def2-TZVPD basis set.

Geometry as ORCA input:
```
! wB97M-V def2-TZVPD RIJCOSX def2/J DEFGRID3
* xyz -1 1
C 0.58 -0.06 -2.49
C 0.28 0.27 -1.24
C -0.76 -0.32 -0.36
C -0.10 -0.65 0.98
C 0.04 0.58 1.94
O 1.29 0.79 2.37
H 0.05 -0.89 -2.96
H 1.41 0.32 -3.07
H 0.79 1.12 -0.81
H -1.49 0.44 -0.09
H -1.29 -1.19 -0.77
H 0.94 -0.97 0.86
H -0.61 -1.45 1.51
H -0.40 1.47 1.37
H -0.74 0.53 2.76
*
```

LUMO level	4.0	eV
SMILES string	C=CCCC[O-]
molar mass	85.1	g/mol
frontier orbital gap	0.2243	Eh
E_HOMO	-0.07812	Ha

Atom charges from the Löwdin analysis, given in e for atoms 1 to 4: C -0.039; C -0.212; C -0.248; C -0.226

=====

Result of the stability comparison: a) is the least stable of them.